The following is a DFT calculation (ωB97M-V with the def2-TZVPD basis set) of a molecular structure, C7H14FO5STl in a non-equilibrium geometry.

Output
HOMO-LUMO gap = 3.26 eV
net charge = +2
LUMO = -12.932 eV
HOMO level = -16.194 eV

Cartesian coordinates (Å):
Tl (1.56438, 3.46336, 0.62430)
F (0.57698, 0.80533, 1.02241)
O (2.71274, -4.22761, -0.15147)
C (2.65809, -3.06111, -0.18030)
O (1.48403, -2.39429, 0.02074)
C (1.69939, -1.01242, -0.14865)
C (3.09775, -0.84106, -0.77148)
C (3.82485, -2.07463, -0.20910)
H (1.81456, -0.54478, 0.87291)
H (0.92743, -0.58278, -0.77167)
H (3.49900, 0.10589, -0.39684)
H (3.04609, -0.87560, -1.86217)
H (4.23960, -1.95375, 0.79410)
H (4.66571, -2.36065, -0.84049)
O (-1.15895, 2.79876, -0.44471)
S (-2.36085, 2.14399, -0.82137)
O (-2.42004, 1.52610, -2.09811)
O (-2.60954, 0.98598, 0.30139)
C (-1.58615, 0.06556, 0.45815)
C (-1.83042, -1.03798, 1.45606)
C (-3.80533, 3.10561, -0.58129)
H (-0.59808, 0.55416, 0.84650)
H (-1.46131, -0.44593, -0.51572)
H (-2.17329, -0.77123, 2.45432)
H (-0.89577, -1.58721, 1.57210)
H (-2.55995, -1.72609, 0.99175)
H (-3.92598, 3.33908, 0.47537)
H (-4.68888, 2.57791, -0.93555)
H (-3.73603, 4.02539, -1.16118)


The following is a DFT calculation (ωB97M-V with the def2-TZVPD basis set) of a molecular structure, C28H41Ge2N6PSn in a non-equilibrium geometry.

Output
HOMO-LUMO gap = 7.48 eV
net charge = +2
LUMO = -5.456 eV
HOMO level = -12.940 eV

Cartesian coordinates (Å):
Sn (10.61855, 12.64741, 10.30080)
C (12.10602, 10.05420, 16.26626)
N (11.22346, 11.01421, 15.59145)
C (10.26249, 11.80960, 16.15849)
C (9.71819, 12.63482, 15.19489)
N (10.35231, 12.40114, 14.01164)
C (11.22665, 11.39655, 14.26921)
P (12.17462, 10.49938, 13.02146)
C (13.03103, 11.70602, 11.97317)
N (12.62660, 12.18900, 10.80198)
C (13.64222, 12.83492, 10.20512)
C (14.74741, 12.68941, 11.05171)
N (14.34745, 12.01455, 12.15926)
C (15.22860, 11.60149, 13.21805)
C (10.81784, 9.98955, 11.85196)
N (10.20172, 10.59216, 10.81383)
C (9.40331, 9.69652, 10.20461)
C (9.51704, 8.48756, 10.78521)
N (10.45905, 8.63819, 11.77617)
C (10.63690, 7.62275, 12.82431)
H (12.46188, 10.48502, 17.18044)
H (12.93101, 9.79518, 15.60296)
H (11.55783, 9.12820, 16.48394)
H (10.05716, 11.76913, 17.24135)
H (8.90575, 13.33594, 15.28438)
H (13.47685, 13.35437, 9.28555)
H (15.72184, 13.17069, 10.89010)
H (14.75106, 11.71253, 14.23404)
H (16.07852, 12.25835, 13.25710)
H (15.53990, 10.56747, 13.12654)
H (8.84512, 9.93177, 9.31962)
H (8.95620, 7.59313, 10.71825)
H (10.18068, 6.64865, 12.50282)
H (10.16844, 7.99080, 13.73681)
H (11.70007, 7.45439, 13.01990)
C (9.03223, 13.07892, 5.14329)
C (8.95989, 12.54986, 6.58838)
Ge (10.28068, 13.36803, 7.78900)
C (11.75204, 14.11358, 6.74986)
C (11.64420, 15.66430, 6.60863)
C (9.26106, 14.89522, 8.52403)
C (9.08951, 15.48602, 9.67486)
Ge (9.65181, 14.84466, 11.40891)
C (8.22471, 14.60591, 12.67477)
C (7.63065, 15.89052, 13.24725)
C (11.24593, 15.84377, 12.04782)
C (11.52785, 15.76728, 13.59060)
C (8.14576, 16.66439, 9.71130)
C (6.84829, 16.58677, 9.18513)
C (6.05154, 17.72839, 9.19073)
C (6.50657, 18.89756, 9.75426)
C (7.71901, 18.93128, 10.42502)
C (8.52985, 17.82167, 10.39600)
H (8.17670, 12.73364, 4.57795)
H (9.89993, 12.66211, 4.61599)
H (9.03183, 14.16640, 5.15314)
H (9.00310, 11.47640, 6.75476)
H (8.00041, 12.79829, 6.99354)
H (11.77525, 13.70834, 5.74101)
H (12.70916, 13.90081, 7.16347)
H (10.60958, 15.89194, 6.33750)
H (12.33223, 16.09693, 5.87876)
H (11.90915, 16.29894, 7.51323)
H (8.65510, 15.32066, 7.70178)
H (8.62680, 13.90252, 13.41315)
H (7.49844, 14.03381, 12.11106)
H (8.32019, 16.50214, 13.82603)
H (6.81881, 15.65653, 13.90542)
H (7.25781, 16.44633, 12.39124)
H (11.08806, 16.87078, 11.73944)
H (12.13331, 15.56046, 11.49180)
H (10.65964, 16.14468, 14.07494)
H (12.35973, 16.44007, 13.86315)
H (11.79691, 14.76692, 13.85378)
H (6.50311, 15.68696, 8.63637)
H (5.08432, 17.69046, 8.67588)
H (5.92576, 19.81811, 9.74541)
H (8.06468, 19.80275, 10.91390)
H (9.44103, 17.81305, 10.90062)


The following is a DFT calculation (ωB97M-V with the def2-TZVPD basis set) of 10 unconnected molecules or ions with the total composition C29H66N2O28S5 in a non-equilibrium geometry.

Output
HOMO-LUMO gap = 6.01 eV
net charge = 0
LUMO = -0.852 eV
HOMO level = -6.857 eV

Cartesian coordinates (Å):
C (-1.48949, -0.02087, -1.83094)
N (-2.22532, 0.41224, -0.58673)
C (-1.45976, 1.39788, 0.17334)
C (-3.50971, 1.01209, -1.04711)
C (-2.56689, -0.78705, 0.33429)
C (-1.35629, -1.61762, 0.58500)
O (-1.86314, -2.58024, 1.46269)
H (-0.40743, -0.33668, -1.89750)
H (-1.49274, 0.90894, -2.53605)
H (-2.26291, -0.68844, -2.28757)
H (-0.76881, 0.99360, 0.70151)
H (-1.86888, 1.73325, 1.04964)
H (-1.16954, 2.35375, -0.31379)
H (-4.14989, 1.45555, -0.19157)
H (-4.27320, 0.33247, -1.63454)
H (-3.38122, 1.91181, -1.70126)
H (-3.29367, -1.29359, -0.24216)
H (-3.05205, -0.52411, 1.36943)
H (-0.44149, -1.02072, 0.97395)
H (-1.15972, -2.17086, -0.39800)
H (-1.87651, -3.31124, 1.18023)
N (-2.47766, -5.89481, -0.30355)
O (-2.23944, -7.11093, -0.56154)
O (-1.57199, -4.93478, -0.50658)
O (-3.55020, -5.52698, 0.05981)
O (5.68841, -3.91481, -0.83772)
S (4.36378, -4.54899, -0.49269)
O (3.44031, -4.07565, 0.54382)
O (3.38672, -4.16486, -1.78875)
C (2.98934, -2.87220, -1.90435)
C (1.68987, -2.90277, -2.85727)
C (4.56443, -6.26764, -0.55721)
H (3.83545, -2.27091, -2.47292)
H (2.57470, -2.60530, -0.85633)
H (1.38153, -1.90071, -3.24383)
H (1.13951, -3.48102, -2.41737)
H (1.97468, -3.72924, -3.61736)
H (5.07983, -6.51278, -1.49093)
H (3.70248, -6.82283, -0.05293)
H (5.35785, -6.37481, 0.31619)
O (2.49161, -1.11626, -5.84497)
S (3.25142, -0.12607, -5.25535)
O (4.39882, -0.36454, -4.42551)
O (3.91945, 0.74618, -6.53391)
C (4.60793, -0.02625, -7.52884)
C (5.11010, 0.92592, -8.69342)
C (2.19205, 0.95799, -4.59247)
H (4.01209, -0.78758, -7.85993)
H (5.46934, -0.57112, -7.01591)
H (4.76929, 1.91772, -8.74151)
H (4.90370, 0.48409, -9.66888)
H (6.11008, 1.01220, -8.68239)
H (1.66342, 0.44891, -3.77200)
H (1.47076, 1.37998, -5.28766)
H (2.64112, 1.83451, -4.01491)
O (-0.39257, 5.22137, 2.51722)
S (-1.14884, 5.77985, 1.42337)
O (-1.97899, 4.81913, 0.60197)
O (-2.12807, 6.96709, 2.02741)
C (-3.49346, 6.68494, 2.55723)
C (-4.11818, 7.69098, 3.55382)
C (-0.03191, 6.69728, 0.38150)
H (-3.42416, 5.78938, 2.87946)
H (-4.09170, 6.52180, 1.67447)
H (-3.51640, 7.65791, 4.42540)
H (-5.25246, 7.55355, 3.61448)
H (-3.80129, 8.63305, 3.20996)
H (-0.38294, 6.64893, -0.60734)
H (0.93343, 6.12684, 0.47193)
H (0.08581, 7.76948, 0.82452)
O (-5.65068, 0.03430, 1.38797)
S (-6.76678, 0.00148, 2.33921)
O (-8.00856, -0.49449, 1.98691)
O (-6.23782, -1.02161, 3.57604)
C (-5.97221, -2.30570, 3.22341)
C (-4.79063, -2.82609, 4.14281)
C (-7.08677, 1.52787, 3.11459)
H (-5.37580, -2.27318, 2.33200)
H (-6.88199, -2.86795, 3.23918)
H (-4.63269, -3.92536, 4.22110)
H (-4.91148, -2.65677, 5.16478)
H (-3.76898, -2.22871, 4.01816)
H (-7.19863, 2.15461, 2.11192)
H (-6.29833, 1.89606, 3.53616)
H (-8.03605, 1.62977, 3.80803)
O (0.88081, -7.40969, 3.78338)
S (1.63496, -6.42808, 2.98584)
O (2.40439, -5.40562, 3.66081)
O (2.77964, -7.36237, 2.09107)
C (3.72077, -7.98619, 2.96587)
C (4.40830, -9.11691, 2.08557)
C (0.55047, -5.84373, 1.71876)
H (3.27737, -8.30296, 3.83829)
H (4.28692, -7.15206, 3.35209)
H (5.16416, -9.41776, 2.68219)
H (4.85368, -8.49597, 1.15706)
H (3.67455, -9.84981, 1.59829)
H (-0.36664, -5.09654, 1.98415)
H (0.22954, -6.72601, 1.13688)
H (1.26503, -5.38375, 1.19403)
C (3.97230, 2.70289, -0.29293)
C (2.77261, 3.15754, 0.47860)
O (1.77887, 2.36977, 0.05129)
C (2.25209, 1.51855, -0.88962)
O (1.72601, 0.60255, -1.38571)
O (3.51759, 1.77471, -1.12936)
H (4.84719, 2.41845, 0.24166)
H (4.09426, 3.68181, -0.93628)
H (2.58855, 4.08770, 0.25363)
H (2.90395, 3.36170, 1.42013)
C (-1.38172, 3.47484, 5.25363)
C (-0.41538, 2.43060, 4.41330)
O (-1.43503, 1.93230, 3.55765)
C (-2.74337, 2.02789, 3.99936)
O (-3.69748, 1.40386, 3.56788)
O (-2.61655, 2.77100, 5.20943)
H (-1.45765, 4.50523, 5.01351)
H (-1.21674, 3.50457, 6.26544)
H (0.13832, 1.51488, 4.99307)
H (0.48863, 2.82854, 3.95059)
C (2.40503, 5.27592, -2.77326)
C (1.29714, 5.97428, -3.63362)
O (0.23025, 5.12313, -3.34836)
C (0.66006, 4.06071, -2.73729)
O (-0.19988, 3.22454, -2.43310)
O (1.98824, 4.02427, -2.40322)
H (2.57816, 5.91334, -2.00063)
H (3.55871, 5.23766, -3.19437)
H (1.58393, 5.98962, -4.61871)
H (1.10498, 6.91497, -3.08840)